(1)
{
  "formula": "C21H45N2P3PdS2",
  "method": "wB97M-V/def2-TZVPD",
  "symbols": ["Pd", "P", "P", "P", "H", "C", "C", "H", "C", "C", "C", "C", "C", "C", "C", "C", "C", "H", "H", "H", "H", "H", "H", "H", "H", "H", "H", "H", "H", "H", "H", "H", "H", "H", "H", "H", "H", "H", "H", "H", "H", "H", "H", "H", "H", "H", "C", "C", "C", "C", "C", "C", "S", "H", "H", "H", "H", "H", "H", "S", "C", "N", "C", "C", "C", "N", "H", "H", "H", "H", "H", "H", "H", "H"],
  "xyz": [[-0.13, 0.75, 0.35], [1.77, 2.01, 1.24], [-1.64, 1.14, 2.15], [-1.25, 2.44, -0.96], [0.43, -4.52, -7.27], [0.62, -3.51, -7.68], [1.87, -3.00, -7.69], [2.72, -3.57, -7.26], [3.10, 0.93, 1.89], [1.52, 3.20, 2.62], [2.66, 3.03, 0.01], [-3.16, 0.19, 1.83], [-1.12, 0.59, 3.79], [-2.29, 2.83, 2.54], [-0.76, 2.57, -2.71], [-1.08, 4.19, -0.42], [-3.07, 2.23, -1.06], [-0.25, -2.95, -8.05], [2.08, -1.98, -8.05], [3.09, -0.03, 1.35], [2.94, 0.74, 2.96], [4.07, 1.44, 1.76], [1.04, 2.71, 3.47], [0.91, 4.04, 2.29], [2.51, 3.58, 2.93], [3.12, 2.39, -0.75], [3.45, 3.60, 0.53], [1.98, 3.74, -0.48], [-3.84, 0.35, 2.68], [-2.88, -0.87, 1.77], [-3.65, 0.51, 0.90], [-1.84, 0.95, 4.53], [-0.13, 0.98, 4.04], [-1.10, -0.51, 3.82], [-2.88, 2.71, 3.46], [-2.94, 3.22, 1.74], [-1.45, 3.52, 2.74], [-1.32, 3.39, -3.18], [-0.97, 1.63, -3.23], [0.32, 2.77, -2.77], [-1.81, 4.79, -1.00], [-0.08, 4.56, -0.64], [-1.30, 4.33, 0.64], [-3.43, 2.91, -1.85], [-3.57, 2.48, -0.11], [-3.30, 1.19, -1.34], [0.48, -0.88, -2.96], [-0.89, -1.18, -3.01], [-1.37, -2.07, -3.96], [-0.51, -2.66, -4.89], [0.85, -2.36, -4.80], [1.37, -1.48, -3.87], [1.17, 0.21, -1.85], [-0.66, 0.25, -1.27], [-1.61, -0.74, -2.33], [-2.42, -2.29, -3.98], [-0.89, -3.32, -5.68], [1.50, -2.79, -5.54], [2.43, -1.24, -3.84], [1.01, -1.72, 0.87], [0.70, -2.33, 2.43], [1.16, -1.75, 3.55], [1.04, -2.35, 4.89], [1.17, -3.86, 4.76], [0.22, -4.43, 3.72], [0.02, -3.50, 2.57], [1.52, -0.80, 3.45], [0.05, -2.10, 5.31], [1.81, -1.93, 5.54], [0.95, -4.31, 5.72], [2.20, -4.13, 4.51], [-0.76, -4.64, 4.18], [0.60, -5.36, 3.30], [-0.11, -3.95, 1.66]],
  "s2": 6.045,
  "energy_ev": -78461.688,
  "homo_lumo_gap_ev": [6.25, 3.70],
  "lumo_energy_ev": [-11.56, -15.33],
  "e_homo_ev": [-17.81, -19.03],
  "total_charge": 4,
  "e_above_lowest_kcal_mol": 14.6,
  "multiplicity": 5
}

***

(2)
{
  "formula": "C21H45N3O6S3",
  "method": "wB97M-V/def2-TZVPD",
  "symbols": ["C", "C", "N", "H", "H", "H", "C", "C", "N", "H", "H", "H", "C", "C", "N", "H", "H", "H", "C", "S", "O", "C", "H", "H", "H", "H", "H", "H", "C", "S", "O", "C", "H", "H", "H", "H", "H", "H", "C", "S", "O", "C", "H", "H", "H", "H", "H", "H", "C", "C", "O", "C", "H", "H", "H", "H", "H", "H", "C", "C", "O", "C", "H", "H", "H", "H", "H", "H", "C", "C", "O", "C", "H", "H", "H", "H", "H", "H"],
  "xyz": [[-4.43, 3.31, -2.36], [-3.83, 1.99, -2.57], [-3.36, 0.95, -2.74], [-3.98, 3.97, -3.09], [-4.34, 3.63, -1.32], [-5.52, 3.24, -2.47], [1.67, 1.64, 3.46], [0.58, 1.09, 4.26], [-0.30, 0.68, 4.87], [1.46, 1.43, 2.41], [2.63, 1.23, 3.76], [1.64, 2.73, 3.58], [0.87, -4.64, 2.40], [0.87, -4.81, 0.95], [0.91, -4.86, -0.19], [0.72, -5.58, 2.91], [0.15, -3.89, 2.72], [1.85, -4.26, 2.69], [-2.65, 2.82, 2.05], [-2.11, 3.74, 0.59], [-3.21, 4.72, 0.33], [-0.71, 4.56, 1.37], [-3.38, 2.11, 1.66], [-3.13, 3.52, 2.73], [-1.86, 2.19, 2.46], [0.04, 3.79, 1.58], [-0.92, 5.05, 2.33], [-0.34, 5.33, 0.70], [3.63, 1.68, 0.37], [4.79, 0.32, 0.27], [4.24, -0.85, 1.00], [4.54, 0.00, -1.48], [3.90, 2.47, -0.34], [3.55, 2.28, 1.28], [2.60, 1.41, 0.09], [3.86, 0.60, -2.07], [4.12, -1.01, -1.42], [5.45, -0.16, -2.07], [0.59, -1.49, -0.18], [-0.39, -0.58, 1.01], [0.09, 0.83, 0.81], [-1.96, -0.80, 0.15], [0.95, -0.85, -0.97], [0.08, -2.34, -0.66], [1.42, -2.00, 0.32], [-2.71, -0.06, 0.42], [-2.25, -1.84, 0.22], [-1.85, -0.56, -0.92], [3.39, -3.75, -2.08], [2.74, -2.93, -3.17], [1.70, -2.32, -2.99], [3.44, -2.91, -4.50], [2.92, -3.50, -1.13], [4.46, -3.57, -1.96], [3.14, -4.79, -2.24], [4.50, -2.66, -4.44], [2.95, -2.25, -5.22], [3.39, -3.90, -4.97], [-3.73, -0.41, 4.61], [-4.33, -1.41, 3.66], [-4.11, -1.38, 2.48], [-5.33, -2.39, 4.25], [-2.77, -0.81, 4.95], [-4.40, -0.18, 5.43], [-3.46, 0.49, 4.07], [-5.30, -3.31, 3.67], [-6.30, -1.97, 4.48], [-4.88, -2.67, 5.22], [1.13, 1.34, -2.87], [1.32, 1.70, -4.32], [2.32, 2.23, -4.71], [0.18, 1.38, -5.23], [1.06, 0.24, -2.83], [0.23, 1.73, -2.39], [2.03, 1.61, -2.33], [-0.79, 1.45, -4.74], [0.26, 0.30, -5.42], [0.27, 1.87, -6.19]],
  "energy_ev": -71764.037,
  "homo_lumo_gap_ev": 9.47,
  "lumo_energy_ev": 0.49,
  "e_homo_ev": -8.98,
  "total_charge": 0
}

***

(3)
{
  "formula": "C21H46IrNOP3Se",
  "method": "wB97M-V/def2-TZVPD",
  "symbols": ["Ir", "P", "P", "P", "H", "C", "C", "H", "C", "C", "C", "C", "C", "C", "C", "C", "C", "H", "H", "H", "H", "H", "H", "H", "H", "H", "H", "H", "H", "H", "H", "H", "H", "H", "H", "H", "H", "H", "H", "H", "H", "H", "H", "H", "H", "H", "C", "C", "C", "C", "C", "C", "Se", "H", "H", "H", "H", "H", "H", "C", "N", "C", "C", "C", "O", "H", "H", "H", "H", "H", "H", "H", "H", "H"],
  "xyz": [[0.57, -0.02, 0.64], [2.00, -0.33, 2.33], [-0.99, 1.51, 1.71], [1.49, 1.67, -0.50], [0.98, -2.87, -1.89], [1.72, -2.13, -1.57], [1.60, -1.49, -0.37], [0.61, -1.88, 0.09], [1.54, -1.90, 3.17], [1.91, 0.95, 3.64], [3.82, -0.48, 2.02], [-2.39, 1.75, 0.55], [-1.91, 1.00, 3.23], [-0.53, 3.24, 2.20], [2.56, 1.13, -1.87], [2.53, 2.77, 0.52], [0.32, 2.67, -1.49], [2.67, -2.08, -2.13], [2.54, -1.26, 0.15], [1.02, -2.58, 2.48], [0.88, -1.70, 4.02], [2.46, -2.39, 3.53], [0.88, 1.14, 3.98], [2.32, 1.89, 3.24], [2.52, 0.64, 4.51], [4.15, -0.91, 1.08], [4.23, -1.09, 2.83], [4.25, 0.53, 2.11], [-3.21, 2.36, 0.95], [-2.80, 0.77, 0.25], [-2.01, 2.23, -0.35], [-2.28, 1.88, 3.81], [-1.25, 0.42, 3.90], [-2.78, 0.38, 2.97], [-1.36, 3.73, 2.75], [-0.29, 3.86, 1.33], [0.34, 3.22, 2.87], [2.92, 2.03, -2.40], [2.01, 0.50, -2.58], [3.41, 0.56, -1.47], [3.06, 3.47, -0.15], [3.27, 2.17, 1.06], [1.93, 3.35, 1.23], [0.90, 3.27, -2.21], [-0.28, 3.35, -0.87], [-0.34, 2.00, -2.06], [-1.37, 0.34, -3.79], [-0.52, -0.76, -3.73], [0.68, -0.80, -4.43], [1.07, 0.29, -5.21], [0.18, 1.37, -5.37], [-1.04, 1.36, -4.70], [-3.03, 0.40, -2.82], [-2.81, 1.84, -2.55], [-0.74, -1.59, -3.09], [1.35, -1.66, -4.34], [2.04, 0.26, -5.67], [0.44, 2.22, -5.99], [-1.74, 2.17, -4.86], [-3.77, -3.72, 0.85], [-2.67, -3.04, 0.18], [-2.61, -3.03, -1.26], [-1.88, -2.18, 0.84], [-1.83, -2.17, 2.33], [-1.24, -1.34, 0.09], [-4.32, -4.26, 0.07], [-4.44, -2.99, 1.34], [-3.39, -4.43, 1.60], [-2.95, -2.07, -1.64], [-1.58, -3.19, -1.58], [-3.25, -3.84, -1.61], [-1.73, -3.20, 2.76], [-0.99, -1.55, 2.69], [-2.81, -1.78, 2.68]],
  "s2": 8.800,
  "energy_ev": -122066.589,
  "homo_lumo_gap_ev": [7.31, 5.44],
  "lumo_energy_ev": [-11.40, -15.52],
  "e_homo_ev": [-18.71, -20.96],
  "total_charge": 4,
  "e_above_lowest_kcal_mol": 12.6,
  "multiplicity": 6
}

***

(4)
{
  "formula": "C21H46NO6P",
  "method": "wB97M-V/def2-TZVPD",
  "symbols": ["C", "C", "O", "P", "C", "C", "C", "C", "N", "H", "H", "H", "H", "H", "H", "H", "H", "H", "H", "H", "H", "H", "H", "H", "H", "C", "C", "O", "C", "H", "H", "H", "H", "H", "H", "C", "C", "O", "C", "H", "H", "H", "H", "H", "H", "C", "C", "O", "C", "H", "H", "H", "H", "H", "H", "C", "C", "O", "C", "H", "H", "H", "H", "H", "H", "C", "C", "O", "C", "H", "H", "H", "H", "H", "H"],
  "xyz": [[8.52, 0.48, 2.35], [9.00, -0.98, 2.00], [8.28, -1.98, 2.73], [7.33, -2.99, 1.74], [5.60, -2.80, 2.49], [5.51, -1.33, 3.10], [4.03, -0.82, 3.13], [3.74, -0.23, 1.70], [2.28, -0.15, 1.51], [7.87, 0.39, 3.25], [7.85, 0.82, 1.53], [9.36, 1.16, 2.52], [8.94, -1.11, 0.91], [10.06, -1.03, 2.32], [7.20, -2.42, 0.43], [4.82, -2.83, 1.71], [5.41, -3.56, 3.26], [6.02, -1.29, 4.08], [6.03, -0.69, 2.36], [3.33, -1.64, 3.39], [3.94, 0.04, 3.83], [4.25, -0.90, 0.97], [4.19, 0.77, 1.59], [1.93, -1.00, 1.09], [2.13, 0.65, 0.90], [-3.38, -0.61, 1.09], [-1.90, -0.87, 1.18], [-1.34, -1.65, 0.43], [-1.13, -0.14, 2.25], [-3.80, -1.20, 0.28], [-3.87, -0.89, 2.02], [-3.55, 0.45, 0.88], [-1.52, -0.40, 3.24], [-1.21, 0.94, 2.09], [-0.08, -0.42, 2.20], [-1.97, -1.52, -2.35], [-2.88, -0.63, -3.16], [-4.00, -0.36, -2.79], [-2.34, -0.07, -4.45], [-2.49, -1.84, -1.46], [-1.70, -2.40, -2.93], [-1.08, -0.97, -2.06], [-2.09, -0.89, -5.13], [-1.46, 0.54, -4.26], [-3.10, 0.55, -4.92], [1.31, -0.73, 6.07], [0.24, -1.77, 6.27], [-0.90, -1.57, 5.91], [0.63, -3.06, 6.93], [0.89, 0.14, 5.58], [1.72, -0.43, 7.04], [2.10, -1.14, 5.44], [1.01, -2.86, 7.94], [1.40, -3.57, 6.34], [-0.24, -3.71, 7.01], [-4.83, 2.92, -7.54], [-3.44, 3.14, -6.99], [-2.92, 2.34, -6.24], [-2.72, 4.39, -7.41], [-5.22, 1.98, -7.15], [-5.48, 3.74, -7.22], [-4.79, 2.87, -8.63], [-3.28, 5.27, -7.09], [-2.60, 4.41, -8.49], [-1.74, 4.42, -6.94], [-6.51, 1.33, -3.55], [-7.45, 2.42, -3.12], [-7.58, 3.44, -3.75], [-8.23, 2.19, -1.84], [-6.02, 1.63, -4.48], [-5.75, 1.16, -2.79], [-7.07, 0.41, -3.73], [-7.54, 2.06, -1.01], [-8.86, 1.31, -1.95], [-8.86, 3.06, -1.65]],
  "energy_ev": -45585.369,
  "smiles": "CCOPCCCCN.CC(C)=O.CC(C)=O.CC(C)=O.CC(C)=O.CC(C)=O",
  "homo_lumo_gap_ev": 8.82,
  "lumo_energy_ev": 0.62,
  "e_homo_ev": -8.20,
  "total_charge": 0
}

***

(5)
{
  "formula": "C21H46NOP3PtS",
  "method": "wB97M-V/def2-TZVPD",
  "symbols": ["Pt", "P", "P", "P", "H", "C", "C", "H", "C", "C", "C", "C", "C", "C", "C", "C", "C", "H", "H", "H", "H", "H", "H", "H", "H", "H", "H", "H", "H", "H", "H", "H", "H", "H", "H", "H", "H", "H", "H", "H", "H", "H", "H", "H", "H", "H", "C", "C", "C", "C", "C", "C", "S", "H", "H", "H", "H", "H", "H", "C", "N", "C", "C", "C", "O", "H", "H", "H", "H", "H", "H", "H", "H", "H"],
  "xyz": [[0.31, -0.29, -0.31], [2.09, -1.07, 0.85], [1.34, 1.86, -0.42], [-0.72, -2.42, 0.00], [-3.05, 0.76, -5.59], [-3.42, 0.05, -4.83], [-3.89, 0.53, -3.65], [-4.11, 1.64, -3.67], [3.25, -1.85, -0.33], [3.15, -0.01, 1.87], [1.86, -2.30, 2.17], [0.55, 3.27, -1.30], [1.67, 2.63, 1.24], [2.96, 1.79, -1.27], [-2.21, -2.64, -1.05], [-1.15, -2.73, 1.73], [0.31, -3.90, -0.50], [-3.51, -0.99, -5.19], [-4.22, -0.04, -2.76], [4.13, -2.19, 0.23], [3.58, -1.14, -1.09], [2.80, -2.71, -0.84], [4.02, -0.60, 2.17], [2.60, 0.29, 2.77], [3.52, 0.88, 1.36], [2.84, -2.59, 2.55], [1.34, -3.21, 1.86], [1.30, -1.84, 2.99], [0.97, 4.24, -0.94], [-0.52, 3.27, -1.04], [0.62, 3.26, -2.40], [2.61, 2.28, 1.68], [0.87, 2.44, 1.97], [1.77, 3.69, 1.01], [3.47, 2.76, -1.36], [2.82, 1.41, -2.29], [3.64, 1.11, -0.76], [-2.55, -3.68, -0.99], [-1.96, -2.41, -2.10], [-3.05, -1.98, -0.76], [-1.23, -3.81, 1.91], [-2.10, -2.26, 1.97], [-0.45, -2.34, 2.47], [-0.36, -4.77, -0.48], [1.18, -4.12, 0.14], [0.68, -3.78, -1.52], [-1.20, 0.85, -3.16], [-0.63, -0.14, -3.99], [0.15, 0.29, -5.05], [-0.07, 1.58, -5.53], [-0.84, 2.53, -4.84], [-1.45, 2.16, -3.64], [-1.70, 0.44, -1.54], [-0.27, -0.53, -1.87], [-0.89, -1.21, -3.83], [0.89, -0.40, -5.43], [0.37, 1.88, -6.47], [-0.88, 3.57, -5.20], [-2.10, 2.79, -3.01], [-1.64, 0.78, 5.83], [-0.63, 0.61, 4.81], [0.76, 0.52, 5.22], [-0.90, 0.56, 3.48], [-2.32, 0.67, 3.04], [0.06, 0.37, 2.68], [-1.15, 0.93, 6.79], [-2.31, -0.09, 5.93], [-2.27, 1.65, 5.62], [1.18, -0.46, 4.96], [1.35, 1.30, 4.71], [0.80, 0.68, 6.31], [-2.33, 0.76, 1.93], [-2.92, -0.21, 3.32], [-2.80, 1.58, 3.46]],
  "s2": 6.044,
  "energy_ev": -67964.159,
  "homo_lumo_gap_ev": [6.07, 5.00],
  "lumo_energy_ev": [-11.28, -15.23],
  "e_homo_ev": [-17.35, -20.23],
  "total_charge": 4,
  "e_above_lowest_kcal_mol": 42.7,
  "multiplicity": 5
}

***

(6)
{
  "formula": "C21H47Cl25O3Si2",
  "method": "wB97M-V/def2-TZVPD",
  "symbols": ["C", "C", "O", "C", "Si", "O", "Si", "Cl", "C", "C", "C", "C", "C", "O", "C", "H", "H", "H", "H", "H", "H", "H", "H", "H", "H", "H", "H", "H", "H", "H", "H", "H", "H", "H", "H", "H", "H", "H", "C", "Cl", "Cl", "H", "H", "C", "Cl", "Cl", "H", "H", "C", "Cl", "Cl", "H", "H", "C", "Cl", "Cl", "H", "H", "C", "Cl", "Cl", "H", "H", "C", "Cl", "Cl", "H", "H", "C", "Cl", "Cl", "H", "H", "C", "Cl", "Cl", "H", "H", "C", "Cl", "Cl", "H", "H", "C", "Cl", "Cl", "H", "H", "C", "Cl", "Cl", "H", "H", "C", "Cl", "Cl", "H", "H"],
  "xyz": [[4.23, -2.61, -2.19], [4.19, -1.04, -2.25], [4.49, -0.51, -3.52], [3.44, -0.77, -4.46], [2.12, 0.59, -4.56], [0.95, 0.48, -3.29], [-0.64, 0.19, -3.81], [-1.26, -1.73, -3.18], [-1.90, 1.43, -3.13], [-3.35, 1.13, -3.67], [-4.45, 1.26, -2.57], [-4.78, -0.05, -1.82], [-5.30, -1.19, -2.72], [-6.57, -0.86, -3.30], [-7.39, -2.02, -3.33], [4.87, -3.00, -1.39], [3.19, -2.93, -1.95], [4.46, -3.04, -3.18], [5.01, -0.70, -1.58], [3.26, -0.63, -1.80], [2.93, -1.74, -4.32], [3.92, -0.81, -5.45], [2.74, 1.94, -4.60], [1.45, 0.44, -5.88], [-0.74, 0.25, -5.28], [-1.92, 1.49, -2.03], [-1.58, 2.43, -3.50], [-3.39, 0.14, -4.17], [-3.56, 1.90, -4.43], [-4.07, 1.98, -1.82], [-5.36, 1.72, -2.99], [-3.92, -0.45, -1.25], [-5.56, 0.19, -1.08], [-5.46, -2.07, -2.06], [-4.57, -1.50, -3.49], [-8.10, -2.00, -4.18], [-7.98, -2.10, -2.39], [-6.81, -2.95, -3.44], [3.85, 0.60, 1.16], [3.26, -1.06, 1.34], [5.19, 0.93, 2.27], [4.20, 0.74, 0.14], [3.04, 1.29, 1.37], [7.55, 0.21, 4.84], [7.56, 1.42, 6.13], [9.19, -0.27, 4.39], [7.01, -0.67, 5.18], [7.06, 0.63, 3.97], [-10.05, -4.77, -3.46], [-9.81, -3.64, -2.11], [-8.51, -5.28, -4.17], [-10.57, -5.65, -3.09], [-10.64, -4.28, -4.22], [8.41, 4.99, 7.43], [8.11, 6.61, 6.77], [10.05, 4.85, 8.08], [7.69, 4.81, 8.23], [8.28, 4.26, 6.64], [-13.74, -7.16, -3.88], [-14.05, -5.50, -4.42], [-12.04, -7.40, -3.46], [-14.35, -7.36, -3.01], [-14.00, -7.84, -4.68], [-10.26, -5.34, -7.60], [-10.78, -4.98, -9.25], [-11.63, -5.70, -6.54], [-9.60, -6.21, -7.62], [-9.72, -4.48, -7.20], [5.19, 6.24, 10.00], [6.16, 6.26, 11.47], [5.50, 4.80, 9.03], [4.14, 6.26, 10.27], [5.43, 7.12, 9.41], [-8.65, -2.06, 0.82], [-9.31, -0.49, 1.28], [-6.88, -2.02, 0.70], [-8.93, -2.79, 1.57], [-9.05, -2.34, -0.15], [13.38, 3.34, 8.54], [14.34, 3.33, 10.02], [13.70, 1.90, 7.56], [12.33, 3.35, 8.81], [13.62, 4.22, 7.96], [4.29, 5.52, 14.39], [2.75, 5.94, 13.63], [4.53, 6.41, 15.89], [4.31, 4.46, 14.60], [5.09, 5.78, 13.70], [5.26, 4.09, 0.06], [4.95, 2.81, -1.12], [3.78, 4.95, 0.50], [5.68, 3.64, 0.96], [5.97, 4.79, -0.36], [3.95, -2.46, -8.48], [3.54, -2.81, -10.16], [2.63, -1.62, -7.65], [4.15, -3.39, -7.96], [4.83, -1.83, -8.46]],
  "energy_ev": -357499.698,
  "homo_lumo_gap_ev": 9.71,
  "lumo_energy_ev": 0.28,
  "e_homo_ev": -9.42,
  "total_charge": 0
}